Computed, not measured: a single C23H27N3O3S molecule, with wB97M-V/def2-TZVPD.

Cartesian coordinates (Å):
C 2.47645 3.15667 -2.81163
H 3.01987 3.86964 -2.19484
C 3.44479 2.25442 -3.56671
C 4.45848 1.56248 -2.65503
C 3.85957 0.56931 -1.66029
H 3.12476 1.06577 -1.02388
H 4.66256 0.19546 -1.01833
C 3.21421 -0.65434 -2.31445
C 3.14165 -1.79670 -1.31147
O 4.11227 -2.23373 -0.73476
N 1.87690 -2.24840 -1.13056
C 0.85713 -1.63266 -1.83114
N -0.34338 -1.94707 -1.63490
N -1.43008 -1.66869 -2.28969
C -2.40223 -0.93723 -1.91652
C -2.52772 -0.03819 -0.78107
C -3.78390 0.49951 -0.49502
C -3.98200 1.35277 0.57217
C -2.90704 1.71098 1.38222
C -1.64259 1.18965 1.09786
C -1.45790 0.32595 0.04372
H -0.47217 -0.06649 -0.14166
H -0.81886 1.47582 1.73170
O -2.98012 2.54318 2.45355
C -4.22491 3.10335 2.79223
H -4.95863 2.33150 3.04788
H -4.61990 3.72632 1.98322
H -4.03980 3.72559 3.66631
H -4.97259 1.73711 0.76029
H -4.62556 0.23553 -1.11962
H -3.26954 -1.01023 -2.56322
S 1.51302 -0.36390 -2.89554
C 1.55513 -3.26083 -0.13474
C 0.74687 -2.64753 0.97656
C 1.32815 -1.69733 1.81101
C 0.58117 -1.06096 2.77725
C -0.77603 -1.35364 2.92846
C -1.35571 -2.31581 2.10969
C -0.59424 -2.95031 1.14363
H -1.06014 -3.68390 0.50332
H -2.39919 -2.57100 2.20353
O -1.43084 -0.64912 3.88960
C -2.81815 -0.82848 4.02611
H -3.34275 -0.61112 3.08970
H -3.13206 -0.11870 4.78997
H -3.06343 -1.84445 4.35358
H 1.02155 -0.32164 3.42744
H 2.37501 -1.45568 1.69390
H 2.51564 -3.63713 0.22807
H 0.99521 -4.06269 -0.62182
H 3.81476 -0.97401 -3.17144
H 4.99584 2.32467 -2.08584
H 5.19037 1.03695 -3.27370
H 2.87831 1.50765 -4.12689
H 3.99846 2.85596 -4.29166
H 1.85710 3.71038 -3.51290
H 1.81625 2.57535 -2.17365

Output
Net charge ... 0
Multiplicity ... 1
HOMO ... -8.0 eV
LUMO ... 0.64 eV
HOMO-LUMO gap ... 8.7 eV
SMILES string ... CCCC[C@@H]1S/C(=N\N=C/c2ccc(OC)cc2)N(Cc2ccc(OC)cc2)C1=O

Computed, not measured: a single C23H27N3O4S molecule, with wB97M-V/def2-TZVPD.

Cartesian coordinates (Å):
C -5.81110 -2.98902 -1.94750
C -5.33119 -3.20206 -0.53490
O -5.85219 -4.00628 0.20278
C -4.17740 -2.37532 -0.07846
C -3.58096 -1.38975 -0.86245
C -2.51728 -0.65766 -0.37123
C -2.03565 -0.90159 0.90873
C -2.62668 -1.87609 1.70282
C -3.68706 -2.60624 1.20720
H -4.16093 -3.37019 1.80509
H -2.25127 -2.05495 2.69913
N -0.96707 -0.11952 1.42741
C 0.31497 -0.29197 1.06465
O 1.21019 0.46600 1.41347
C 0.60182 -1.49776 0.18463
N 2.02502 -1.66050 0.05681
C 2.59862 -2.88869 0.11542
O 1.94549 -3.91655 0.11653
C 4.06741 -2.89668 0.13284
C 4.85308 -4.01622 0.17199
C 6.22984 -3.72422 0.18262
C 6.47829 -2.38787 0.15066
S 5.03850 -1.45807 0.10795
H 7.42566 -1.88577 0.14964
H 7.00132 -4.47230 0.21277
H 4.43562 -5.00631 0.19219
H 2.56672 -0.82789 0.25370
H 0.14214 -1.34026 -0.80063
H 0.17853 -2.41443 0.60930
C -1.34283 1.01223 2.26520
H -2.27648 0.77445 2.77563
H -0.54479 1.18901 2.99020
C -1.54871 2.25815 1.38269
O -2.65023 2.67299 1.08860
N -0.38806 2.78653 0.97297
H 0.47099 2.30423 1.20854
C -0.30224 3.86205 0.00577
C 0.92817 4.72354 0.29139
C 2.22751 3.97310 0.00166
C 2.24469 3.45773 -1.43417
C 1.04543 2.54818 -1.68269
C -0.25319 3.30715 -1.42435
H -1.11715 2.65762 -1.58079
H -0.33233 4.14153 -2.12375
H 1.05902 2.18395 -2.71225
H 1.10879 1.68089 -1.02218
H 3.17117 2.91130 -1.62055
H 2.20751 4.30282 -2.12577
H 3.07393 4.64253 0.16696
H 2.33931 3.13015 0.68692
H 0.87807 5.61263 -0.34005
H 0.90779 5.04950 1.33303
H -1.21668 4.45456 0.12529
H -2.06637 0.11942 -0.97041
H -3.94526 -1.17732 -1.85464
H -5.00224 -3.17104 -2.65147
H -6.62987 -3.67353 -2.15345
H -6.16039 -1.96620 -2.07150

Output
Net charge ... 0
Multiplicity ... 1
HOMO ... -9.2 eV
LUMO ... -0.11 eV
HOMO-LUMO gap ... 9.1 eV
SMILES string ... CC(=O)c1ccc(N(CC(=O)NC2CCCCC2)C(=O)CNC(=O)c2cccs2)cc1

Computed, not measured: a single C23H27N3O5 molecule, with wB97M-V/def2-TZVPD.

Cartesian coordinates (Å):
C -4.15862 -3.56940 -0.13673
C -3.40759 -3.12130 0.85113
C -3.61546 -1.79857 1.52475
N -2.45410 -0.94850 1.39455
C -1.69622 -0.54755 2.43530
O -1.89303 -0.79496 3.60588
C -0.55952 0.28922 1.87808
H 0.35570 -0.30623 1.86682
C -0.36383 1.68666 2.47384
C 0.98532 1.86582 3.14654
O 1.83875 2.64293 2.76990
N 1.11906 1.05520 4.21401
H 0.36187 0.42966 4.45039
C 2.30922 1.01680 5.02655
H 3.00942 1.74232 4.61531
H 2.07870 1.28085 6.06018
H 2.76051 0.02313 5.00473
H -1.15405 1.89770 3.20175
C -0.63061 2.57174 1.20803
C -0.91163 4.02641 1.48725
H -0.03638 4.46508 1.95840
H -1.12465 4.54783 0.55784
H -1.76860 4.12176 2.14904
C 0.46364 2.26201 0.20010
C 0.17507 1.07217 -0.31345
H 0.71374 0.47216 -1.02034
C -1.05759 0.63545 0.44434
C -1.99777 -0.50897 0.09195
H -2.84570 -0.16400 -0.50881
C -1.19556 -1.60191 -0.62928
O -0.54192 -2.42383 -0.02602
N -1.27667 -1.53603 -1.97210
H -1.72625 -0.73972 -2.39693
C -0.41115 -2.33094 -2.83157
C 0.79996 -1.53031 -3.23211
C 1.87207 -1.41251 -2.35890
C 2.96184 -0.61554 -2.66453
C 2.99294 0.08404 -3.86697
C 1.91837 -0.03655 -4.75065
C 0.83656 -0.82858 -4.43190
H 0.01187 -0.90823 -5.12568
H 1.95749 0.50778 -5.68068
O 4.00367 0.89692 -4.27133
C 5.10992 1.07390 -3.41854
H 4.81262 1.51120 -2.46024
H 5.63559 0.13014 -3.24169
H 5.77379 1.76295 -3.93801
H 3.77424 -0.54700 -1.95883
H 1.85204 -1.95058 -1.42227
H -0.98382 -2.64412 -3.70751
H -0.12020 -3.20711 -2.24859
O -1.74080 1.86380 0.64524
H 1.29744 2.90740 0.01613
H -3.76385 -1.94045 2.60018
H -4.48796 -1.28483 1.10325
H -2.56532 -3.69156 1.21539
H -3.98159 -4.52522 -0.59843
H -4.99600 -3.00453 -0.51554

Output
Net charge ... 0
Multiplicity ... 1
HOMO ... -8.7 eV
LUMO ... 0.63 eV
HOMO-LUMO gap ... 9.3 eV
SMILES string ... C=CCN1C(=O)[C@@H]2[C@@H](C(=O)NC)[C@@]3(C)C=C[C@@]2(O3)[C@H]1C(=O)NCc1ccc(OC)cc1

Computed, not measured: a single C23H27N3O5 molecule, with wB97M-V/def2-TZVPD.

Cartesian coordinates (Å):
C 2.58530 2.09950 -2.62870
C 1.70764 2.11118 -1.42891
C 0.60332 2.85300 -1.14242
C 0.13605 2.46528 0.14668
C 1.01210 1.50267 0.61959
N 1.96049 1.30224 -0.34372
C 3.07514 0.44137 -0.23112
C 3.09512 -0.75731 -0.92751
C 4.18289 -1.62382 -0.84904
C 5.23237 -1.24093 -0.05064
C 5.21583 -0.03044 0.64897
C 4.15193 0.83193 0.57451
H 4.14620 1.77236 1.09960
O 6.37879 0.10339 1.35147
C 7.13487 -1.05765 1.07764
O 6.40653 -1.89237 0.20143
H 8.08985 -0.77353 0.60815
H 7.33766 -1.59592 2.01686
H 4.20351 -2.55462 -1.38951
H 2.25109 -1.02153 -1.54566
C 1.12478 0.79919 1.92572
H 2.08301 1.02191 2.39554
H 1.07350 -0.28296 1.79091
H 0.33692 1.09779 2.60713
C -1.05622 3.06501 0.73253
O -1.35790 4.22351 0.55775
C -1.98270 2.16663 1.56030
N -2.01177 0.80245 1.09610
C -2.21038 0.42582 -0.20171
O -2.36879 1.15083 -1.14717
C -2.14293 -1.10428 -0.22026
N -2.01705 -1.40020 1.18658
C -1.91985 -0.29743 1.95991
O -1.78119 -0.23274 3.15427
H -1.95211 -2.33092 1.55969
C -0.87025 -1.49515 -0.98349
H -0.00034 -1.05036 -0.50513
H -0.93568 -1.12450 -2.00285
H -0.75286 -2.57670 -1.00004
C -3.37501 -1.74335 -0.87746
H -3.13909 -2.78864 -1.09379
H -3.53432 -1.22954 -1.82763
C -4.66976 -1.69868 -0.05638
C -5.18595 -0.27571 0.13937
H -4.54694 0.28991 0.81110
H -5.23362 0.24881 -0.81206
H -6.18385 -0.29761 0.57185
C -5.72979 -2.54050 -0.76707
H -5.95024 -2.12036 -1.74568
H -5.38930 -3.56505 -0.90068
H -6.64943 -2.56025 -0.18784
H -4.48166 -2.14094 0.92853
H -2.98510 2.60791 1.51440
H -1.66326 2.14843 2.60696
H 0.12564 3.57740 -1.76884
H 2.27878 2.89127 -3.30556
H 2.52135 1.14717 -3.15547
H 3.62669 2.25702 -2.34722

Output
Net charge ... 0
Multiplicity ... 1
HOMO ... -8.0 eV
LUMO ... 0.52 eV
HOMO-LUMO gap ... 8.6 eV
SMILES string ... Cc1cc(C(=O)CN2C(=O)N[C@@](C)(CC(C)C)C2=O)c(C)n1-c1ccc2c(c1)OCO2

Computed, not measured: a single C23H27N3O5S molecule, with wB97M-V/def2-TZVPD.

Cartesian coordinates (Å):
C -9.86375 -1.86184 -0.16823
C -9.95205 -0.34652 -0.01909
H -10.90971 -0.07438 0.43271
H -9.87582 0.15137 -0.99252
O -8.98616 0.16872 0.88177
C -7.70220 0.32230 0.49682
C -6.83634 0.79973 1.49091
C -5.50442 1.01495 1.21416
C -5.02410 0.75496 -0.05827
C -5.86088 0.28851 -1.05100
C -7.19995 0.06828 -0.78103
H -7.83888 -0.29053 -1.57150
H -5.45133 0.11216 -2.03255
S -3.30084 1.00143 -0.42501
O -2.70823 1.89031 0.53146
O -3.13211 1.29387 -1.81435
N -2.73975 -0.57953 -0.13872
C -1.37089 -0.85041 -0.14743
C -0.53180 -0.18464 -1.03724
C 0.81916 -0.46764 -1.06150
C 1.36130 -1.42666 -0.20910
C 0.51058 -2.10803 0.65746
C -0.83676 -1.81862 0.70068
H -1.48551 -2.34449 1.38724
H 0.93346 -2.86410 1.30176
C 2.80700 -1.78804 -0.18270
O 3.20056 -2.86704 0.22387
N 3.64772 -0.83906 -0.66296
H 3.32086 0.10619 -0.79594
C 5.07917 -0.96045 -0.56508
H 5.30231 -1.94623 -0.15071
H 5.52833 -0.88741 -1.55991
C 5.63528 0.13991 0.35636
C 7.13130 0.08500 0.42707
C 7.98406 0.35998 1.45744
C 9.29456 0.20459 0.94299
C 9.14091 -0.14916 -0.36003
O 7.83882 -0.22033 -0.68277
H 9.84974 -0.37031 -1.13301
H 10.21521 0.33805 1.47281
H 7.71357 0.62879 2.45830
N 5.10749 1.44209 -0.07006
C 5.09335 2.41618 1.00100
H 4.52656 2.02041 1.84247
H 4.59690 3.31772 0.64385
H 6.10139 2.68753 1.34737
C 5.75147 1.98329 -1.25164
H 5.15369 2.81857 -1.61690
H 6.77003 2.34792 -1.05560
H 5.79808 1.22550 -2.02929
H 5.24190 -0.03475 1.36400
H 1.44354 0.04905 -1.77506
H -0.95324 0.55225 -1.70021
H -3.22247 -0.99952 0.64266
H -4.82592 1.39698 1.96045
H -7.24577 0.99789 2.46842
H -9.97292 -2.33419 0.80461
H -10.65972 -2.21053 -0.82008
H -8.90680 -2.16006 -0.58914

Output
Net charge ... 0
Multiplicity ... 1
HOMO ... -8.5 eV
LUMO ... 0.51 eV
HOMO-LUMO gap ... 9.0 eV
SMILES string ... CCOc1ccc(S(=O)(=O)Nc2ccc(C(=O)NC[C@@H](c3ccco3)N(C)C)cc2)cc1

Computed, not measured: a single C23H27N5O3S molecule, with wB97M-V/def2-TZVPD.

Cartesian coordinates (Å):
C 1.91733 -3.90816 -0.78640
C 2.19132 -2.57968 -1.48040
C 1.23056 -2.32768 -2.64221
N -0.15299 -2.28519 -2.19960
C -0.54148 -1.22156 -1.44766
N 0.18323 -0.19667 -1.10142
N -0.59883 0.61311 -0.36075
C -1.77988 0.07584 -0.25825
N -1.82486 -1.11636 -0.94932
C -2.78346 -2.08217 -1.19742
C -4.08838 -1.99674 -0.72345
C -4.98589 -3.00524 -1.01464
C -4.60082 -4.09983 -1.77825
C -3.30962 -4.18360 -2.25413
C -2.38418 -3.17950 -1.97350
C -1.01605 -3.31581 -2.50980
O -0.65733 -4.25738 -3.18840
H -2.97798 -5.01824 -2.85274
H -5.31121 -4.88113 -1.99972
H -5.99664 -2.93501 -0.64288
H -4.38987 -1.14732 -0.13217
S -3.05704 0.76320 0.68561
C -2.04001 1.99992 1.53829
H -1.76092 2.76771 0.82111
H -2.67218 2.41617 2.32335
C -0.81179 1.31595 2.14001
O -0.87929 0.17621 2.55664
C 0.37965 2.13122 2.15054
C 1.68056 1.64625 2.20331
N 2.52576 2.70445 2.12251
C 1.80062 3.87024 2.02479
C 0.47728 3.54680 2.03238
H -0.33661 4.24313 1.99553
C 2.44962 5.20460 1.92947
H 3.11738 5.24309 1.07020
H 3.02455 5.42983 2.82954
H 1.68550 5.96768 1.81347
C 3.95822 2.60401 2.05183
H 4.26975 1.70723 2.59089
H 4.39972 3.47412 2.54354
C 4.46378 2.52595 0.59312
O 4.71365 3.78217 0.01049
C 5.95388 4.34988 0.35038
H 6.78087 3.68494 0.07308
H 6.03176 5.27660 -0.21461
H 6.03037 4.57617 1.42040
H 3.69078 2.06361 -0.02693
H 5.37243 1.90866 0.55173
C 2.14499 0.23918 2.27395
H 1.27619 -0.41147 2.24977
H 2.79524 -0.00117 1.43315
H 2.68750 0.04930 3.20135
H 1.46308 -1.36985 -3.11351
H 1.29120 -3.13555 -3.37460
H 3.20599 -2.57450 -1.88172
H 2.10006 -1.75718 -0.76937
H 1.93951 -4.72532 -1.50386
H 0.93915 -3.90115 -0.30990
H 2.66475 -4.09693 -0.01972

Output
Net charge ... 0
Multiplicity ... 1
HOMO ... -7.8 eV
LUMO ... 0.33 eV
HOMO-LUMO gap ... 8.2 eV
SMILES string ... CCCn1c(=O)c2ccccc2n2c(SCC(=O)c3cc(C)n(CCOC)c3C)nnc12

Computed, not measured: C23H27N8ORuSSe2 as an isolated structure, with wB97M-V/def2-TZVPD.

Cartesian coordinates (Å):
Ru 0.10229 0.10697 1.23497
C 2.67592 -0.88428 2.39826
C 1.90376 -0.20780 3.52263
N 0.43186 -0.24843 3.32172
C -0.23204 -1.46227 3.83005
C 0.02252 -2.65596 2.93556
S -0.28247 -2.28252 1.16264
C 1.29527 -2.84394 0.44090
C 2.21450 -1.67981 0.10756
N 2.09535 -0.56864 1.07491
H 2.68369 -1.96604 2.52657
H 3.71834 -0.56196 2.45149
H 2.18228 0.84547 3.56552
H 2.17907 -0.65519 4.48307
H 0.04229 0.53654 3.83472
H -1.29964 -1.24450 3.87244
H 0.10220 -1.68599 4.84841
H -0.64617 -3.47058 3.21265
H 1.03893 -3.02406 3.05553
H 1.05068 -3.38854 -0.46909
H 1.73458 -3.55094 1.14336
H 1.94347 -1.27959 -0.86627
H 3.24995 -2.02709 0.03508
H 2.56516 0.24785 0.67077
Se 0.57392 2.57649 1.62644
Se -1.18747 3.30158 0.24667
C -2.38412 1.87264 0.69209
C -3.72607 2.13905 0.43232
C -4.67021 1.15988 0.66398
C -4.24601 -0.05351 1.18268
C -2.90289 -0.23001 1.42693
N -1.96033 0.70124 1.18172
C 2.04858 3.10394 0.47288
C 2.26208 4.45547 0.26161
C 3.29525 4.82086 -0.59063
C 4.06596 3.82821 -1.16978
C 3.79046 2.50433 -0.85726
N 2.79730 2.14403 -0.04516
H -4.01445 3.11208 0.05903
H -5.71551 1.34504 0.45681
H -4.93784 -0.85597 1.39325
H -2.54299 -1.17239 1.81057
H 1.63631 5.19634 0.74033
H 3.49078 5.86475 -0.79571
H 4.87352 4.06674 -1.84700
H 4.37867 1.69824 -1.27888
N 2.69551 -0.89422 -3.75961
C 1.66872 -0.44436 -3.47275
N 0.47616 0.05528 -3.15663
C 0.30308 0.29221 -1.90626
N 0.08841 0.52865 -0.78643
O -1.50028 -1.84831 -1.41864
N -2.04265 -1.65097 -2.57824
C -2.57910 -0.44642 -2.87473
C -3.14359 -0.20315 -4.10642
C -3.16630 -1.19926 -5.06853
C -2.60850 -2.42669 -4.75011
C -2.05399 -2.63201 -3.50680
H -2.49857 0.27581 -2.07731
H -3.55266 0.77758 -4.30438
H -3.59999 -1.02220 -6.04188
H -2.59075 -3.23803 -5.46353
H -1.59222 -3.55166 -3.18408

Output
Net charge ... +1
Multiplicity ... 1
HOMO ... -10.1 eV
LUMO ... -3.22 eV
HOMO-LUMO gap ... 6.9 eV

Computed, not measured: a single C23H27NO5 molecule, with wB97M-V/def2-TZVPD.

Cartesian coordinates (Å):
C -5.77137 -2.49538 -1.15188
H -6.20964 -2.03333 -2.04221
O -5.60369 -1.56115 -0.11328
C -4.77364 -0.50112 -0.31920
C -4.62680 0.37381 0.75771
C -3.78821 1.46381 0.66312
C -3.08634 1.71825 -0.50901
C -3.24393 0.85138 -1.58033
C -4.07589 -0.25014 -1.49560
H -4.16991 -0.90323 -2.34857
H -2.69176 1.03689 -2.48952
C -2.11981 2.87129 -0.61751
O -0.83533 2.45633 -1.04705
C -0.21061 1.52117 -0.18923
C 0.64789 2.22569 0.86939
O 1.69831 2.92810 0.23422
H 1.32456 3.34163 -0.55615
C 1.24367 1.21939 1.86339
N 2.07900 0.25457 1.17220
C 1.78054 -1.13512 1.49275
C 0.40301 -1.50917 1.06226
C -0.75692 -1.66597 1.76619
C -1.75934 -1.98855 0.81888
C -1.13336 -2.00037 -0.38767
O 0.17049 -1.71544 -0.24949
H -1.49042 -2.19005 -1.38003
H -2.79374 -2.17825 1.01771
H -0.88379 -1.57767 2.82640
H 1.88673 -1.34284 2.57187
H 2.50124 -1.74745 0.94363
C 3.50653 0.54007 1.27843
C 4.26430 -0.14662 0.17288
C 5.22338 -1.10971 0.44814
C 5.91168 -1.75003 -0.56663
C 5.63372 -1.42993 -1.88475
C 4.68080 -0.47619 -2.18039
C 3.98787 0.17481 -1.16179
O 3.07424 1.10143 -1.51624
H 2.66624 1.50599 -0.72834
H 4.45200 -0.21243 -3.20114
H 6.16210 -1.92508 -2.68600
H 6.65688 -2.49430 -0.32983
H 5.43529 -1.35746 1.47948
H 3.90992 0.22535 2.25670
H 3.63243 1.62371 1.19560
H 1.81250 1.77219 2.62233
H 0.41508 0.71131 2.36173
H 0.02166 2.94026 1.42969
H -0.95540 0.87956 0.29214
H 0.43726 0.90715 -0.81992
H -2.05872 3.39976 0.34488
H -2.44987 3.58038 -1.38300
H -3.67661 2.12490 1.51083
H -5.17452 0.16844 1.66385
H -4.82288 -2.97350 -1.41793
H -6.45684 -3.24712 -0.76368

Output
Net charge ... 0
Multiplicity ... 1
HOMO ... -8.1 eV
LUMO ... 0.72 eV
HOMO-LUMO gap ... 8.9 eV
SMILES string ... COc1ccc(COC[C@H](O)CN(Cc2ccco2)Cc2ccccc2O)cc1